C6H14AuCl2N2O4S | ωB97M-V/def2-TZVPD

CARTESIAN COORDINATES (ANGSTROEM)
Au -2.00922 -1.87887 -1.00224
O 2.03893 -1.26365 -0.04511
Cl 0.89306 -2.02865 -0.39786
O 1.20298 -3.31445 -0.91510
O -0.01656 -2.12819 0.74050
O 0.09728 -1.25973 -1.43425
Cl -2.67553 -3.97351 -2.15177
C -3.69122 -2.91419 -1.28113
H -4.08214 -3.30360 -0.34705
H -4.40137 -2.34268 -1.86787
C 1.45106 0.49976 2.78527
C 0.38120 1.43763 2.25446
N -0.63098 0.73338 1.44867
C -0.95463 0.90524 0.18916
S -2.54040 0.27349 -0.33553
N -0.27732 1.63607 -0.67277
C 1.18309 1.86276 -0.73606
C 1.67008 1.60872 -2.15102
H 2.14150 1.06334 3.41152
H 2.01123 0.03340 1.97660
H 1.00953 -0.29174 3.39171
H 0.80349 2.24046 1.65991
H -0.16181 1.89556 3.08219
H -1.15525 0.01750 1.93081
H -0.75983 1.78916 -1.54651
H 1.67228 1.18335 -0.04185
H 1.40253 2.88928 -0.43975
H 1.44688 0.58596 -2.45044
H 2.74851 1.74989 -2.19430
H 1.20263 2.29431 -2.86017

Atomic forces in eV per Å
Au 1.5 0.3 -1.0
O -0.1 0.0 -0.4
Cl 0.1 -0.5 0.9
O -0.1 0.4 0.0
O 0.2 -0.2 -0.3
O -0.3 -0.2 0.2
Cl 0.5 -0.3 -0.1
C -1.3 1.1 0.9
H 0.0 -0.2 -0.1
H 0.0 -0.3 -0.2
C 0.0 0.0 -0.1
C 0.0 -0.1 0.1
N 0.2 -0.1 0.0
C 0.0 0.1 0.2
S -0.5 -0.1 0.2
N 0.1 -0.1 -0.3
C 0.1 0.2 0.1
C -0.1 -0.1 0.0
H 0.0 0.0 0.0
H 0.0 0.0 0.0
H 0.0 0.0 0.0
H 0.0 0.0 0.0
H 0.0 0.0 0.0
H -0.1 0.0 0.0
H 0.0 -0.1 0.0
H -0.1 0.0 0.0
H 0.0 0.0 0.1
H 0.0 0.0 0.0
H 0.0 0.1 0.0
H 0.0 0.0 0.0

The charge is +1. The calculation puts the HOMO energy at -0.498 hartree. The energy relative to the best compared isomer or geometry (same formula, charge and spin) comes out at 66.4 kJ/mol.